Entry 1:
Density functional theory data (ωB97M-V with the def2-TZVPD basis set) for C45H45N9O3STa as an isolated structure at a distorted geometry.

**M**: 972.930 g mol⁻¹
**HOMO energy**: -9.9 eV
**Energy above the lowest of the compared OMol25 structures with the same formula, charge and spin**: 56.1 kcal per mole
**E_tot**: -2915.3860 hartree
**Net charge**: +1
**Frontier orbital gap**: 7.76 eV

Last column: Mulliken charge in e.
Positions of all 104 atoms, in Å:
Ta: 0.963 -0.994 -0.121  0.5064
C: 3.236 -2.927 6.548  -1.5898
C: 2.733 -2.142 5.362  0.1034
C: 3.246 -0.898 5.019  -1.2728
C: 2.844 -0.252 3.867  -1.0362
C: 1.898 -0.791 2.984  0.9531
N: 1.611 -0.196 1.730  0.8456
C: 2.384 0.999 1.476  -0.3866
C: 3.769 0.934 1.310  0.2737
C: 4.529 2.058 1.067  -0.9598
C: 3.931 3.316 0.974  0.6508
C: 4.735 4.548 0.649  -1.6322
C: 2.560 3.391 1.164  -0.5556
C: 1.804 2.251 1.426  -0.1897
N: 0.411 2.398 1.667  -0.2026
C: -0.162 3.358 2.432  -0.3506
C: -1.518 3.238 2.270  -1.6147
C: -1.665 2.164 1.372  -0.1203
N: -0.498 1.656 1.004  1.0651
C: 1.249 -1.936 3.447  0.6811
C: 1.715 -2.629 4.561  -0.8954
N: 0.073 -2.453 2.819  0.0177
C: -0.792 -3.315 3.399  -0.5533
C: -1.652 -3.766 2.431  -1.5655
C: -1.253 -3.102 1.273  -0.5095
N: -0.236 -2.285 1.514  0.7536
H: 4.128 -2.466 6.971  0.3833
H: 2.482 -2.987 7.336  0.3207
H: 3.491 -3.948 6.258  0.3627
H: 3.990 -0.428 5.654  0.3888
H: 3.289 0.704 3.637  0.4969
H: 4.247 -0.034 1.382  0.5124
H: 5.600 1.958 0.930  0.3842
H: 5.798 4.382 0.821  0.4019
H: 4.606 4.821 -0.401  0.2943
H: 4.415 5.399 1.252  0.3842
H: 2.053 4.347 1.094  0.5566
H: 0.430 4.021 3.041  0.5109
H: -2.291 3.825 2.736  0.4848
H: -2.587 1.762 0.982  0.4530
H: 1.273 -3.587 4.810  0.5788
H: -0.752 -3.534 4.451  0.5937
H: -2.460 -4.468 2.551  0.5414
H: -1.659 -3.177 0.278  0.5393
O: 4.004 0.997 -2.299  -0.7613
S: 3.015 0.001 -2.034  0.8219
O: 3.085 -0.602 -0.676  -0.2869
N: 1.502 0.451 -2.041  0.3043
C: 1.116 1.259 -3.170  0.0067
C: 1.941 1.439 -4.259  -0.5321
C: 1.650 2.365 -5.282  -1.2761
C: 0.535 3.138 -5.238  -0.8978
C: -0.378 2.953 -4.178  1.1541
C: -1.580 3.691 -4.080  -0.6603
C: -2.474 3.417 -3.090  -1.2020
C: -2.182 2.365 -2.208  0.0000
N: -1.058 1.692 -2.243  0.2273
C: -0.121 1.987 -3.179  -0.2936
C: 3.232 -1.292 -3.209  0.6731
C: 4.529 -1.585 -3.615  -0.5401
C: 4.725 -2.601 -4.537  -0.8310
C: 3.633 -3.293 -5.050  -0.5882
C: 2.341 -2.973 -4.649  -0.6877
C: 2.130 -1.964 -3.722  -0.2865
H: 2.876 0.904 -4.328  0.6027
H: 2.350 2.467 -6.101  0.4371
H: 0.329 3.878 -6.002  0.4208
H: -1.780 4.462 -4.815  0.4390
H: -3.404 3.962 -2.996  0.4420
H: -2.907 2.053 -1.465  0.2264
H: 5.363 -1.022 -3.213  0.4803
H: 5.728 -2.844 -4.865  0.4601
H: 3.790 -4.085 -5.772  0.4015
H: 1.497 -3.511 -5.062  0.4615
H: 1.129 -1.699 -3.406  0.3309
O: -0.681 -1.050 -1.904  -0.2051
C: -2.011 -1.514 -1.932  -1.0252
C: -2.744 -0.942 -0.746  0.3835
C: -4.130 -0.869 -0.699  -1.1912
C: -4.724 -0.413 0.467  -0.6966
C: -3.914 -0.049 1.536  -1.2954
C: -2.543 -0.117 1.376  -1.3035
N: -1.965 -0.534 0.247  1.7638
H: -0.784 -0.035 -1.906  -0.2904
H: -1.970 -2.606 -1.904  0.4727
H: -2.518 -1.222 -2.854  0.5411
H: -4.723 -1.181 -1.551  0.5422
H: -5.801 -0.342 0.540  0.4493
H: -4.337 0.297 2.471  0.5250
H: -1.871 0.177 2.177  1.0543
C: 3.404 -3.961 -1.087  -1.3467
C: 2.007 -4.004 -0.456  1.4531
C: 2.118 -4.481 0.997  -1.5005
C: 1.099 -4.949 -1.244  -1.4628
N: 1.421 -2.674 -0.492  1.6483
H: 3.967 -4.847 -0.790  0.5752
H: 3.945 -3.077 -0.746  0.1342
H: 3.346 -3.934 -2.176  0.1761
H: 2.642 -5.437 1.034  0.5852
H: 1.127 -4.616 1.440  0.2079
H: 2.675 -3.752 1.593  0.2491
H: 1.533 -5.951 -1.267  0.4298
H: 0.981 -4.593 -2.270  0.1975
H: 0.113 -5.007 -0.776  0.2793


Entry 2:
Density functional theory data (ωB97M-V with the def2-TZVPD basis set) for C45H46AsF6N7O3SiTl as an isolated structure.

**M**: 1154.288 g mol⁻¹
**HOMO energy (spin up / spin down)**: -1.5 / -3.1 eV
**Multiplicity**: 2
**Energy above the lowest of the compared OMol25 structures with the same formula, charge and spin**: 0.0 kcal per mole
**E_tot**: -5648.5789 hartree
**Net charge**: -2
**Frontier orbital gap (spin up / spin down)**: 4.85 / 6.39 eV
**Expectation value of S²**: 0.789

Last column: Mulliken spin population.
Positions of all 110 atoms, in Å:
Tl: 0.074 -0.203 0.431  -0.0216
C: 2.988 2.601 -6.414  -0.0001
C: 2.316 2.123 -5.155  0.0018
C: 1.148 1.419 -5.180  0.0087
C: 0.542 0.933 -3.988  0.0199
C: -0.541 0.058 -3.873  -0.1184
N: -1.485 -0.249 -4.763  0.0215
C: -1.971 0.630 -5.822  -0.0085
C: -2.460 1.985 -5.295  0.0561
C: -3.897 2.018 -4.754  0.0098
N: -4.216 1.066 -3.700  0.1299
C: -3.509 1.064 -2.496  0.1882
C: -3.233 2.156 -1.680  -0.0927
C: -3.829 3.430 -1.772  0.3591
C: -3.508 4.461 -0.897  -0.1030
C: -4.217 5.791 -0.972  -0.0008
C: -2.536 4.233 0.063  0.2439
C: -1.878 2.996 0.208  -0.0508
C: -0.804 2.946 1.176  -0.0248
N: 0.057 2.025 1.376  0.0036
C: 1.126 2.325 2.335  -0.0028
C: 2.253 3.190 1.757  -0.0009
C: 3.282 2.463 0.889  0.0003
N: 2.647 1.978 -0.305  -0.0031
C: 3.057 2.344 -1.439  0.0018
C: 2.401 1.974 -2.701  -0.0050
C: 2.922 2.386 -3.890  -0.0001
C: 1.128 1.250 -2.695  0.0015
O: 0.525 0.978 -1.656  0.0060
C: -2.255 1.897 -0.611  0.1422
O: -1.790 0.726 -0.519  0.0545
H: 2.337 2.466 -7.277  0.0000
H: 3.917 2.056 -6.606  0.0001
H: 3.243 3.661 -6.347  0.0000
H: 0.724 1.168 -6.144  0.0000
H: -0.614 -0.458 -2.912  0.0691
H: -2.134 -0.958 -4.437  -0.0080
H: -2.772 0.097 -6.340  -0.0016
H: -1.182 0.792 -6.554  0.0011
H: -2.398 2.716 -6.107  0.0029
H: -1.775 2.312 -4.509  -0.0176
H: -4.601 1.832 -5.571  -0.0198
H: -4.079 3.028 -4.388  0.0094
H: -4.317 0.127 -4.063  -0.0390
H: -3.167 0.101 -2.146  0.1167
H: -4.621 3.586 -2.497  0.0437
H: -4.811 5.863 -1.884  -0.0002
H: -3.508 6.622 -0.964  -0.0047
H: -4.894 5.932 -0.125  -0.0024
H: -2.254 5.043 0.730  0.0259
H: -0.699 3.873 1.761  -0.0046
H: 1.523 1.385 2.717  0.0021
H: 0.700 2.851 3.194  0.0006
H: 2.785 3.654 2.592  -0.0002
H: 1.802 3.993 1.163  -0.0001
H: 3.665 1.605 1.449  0.0000
H: 4.132 3.135 0.674  -0.0005
H: 3.940 3.004 -1.543  0.0010
H: 3.855 2.947 -3.874  0.0001
O: -0.137 -1.780 -1.272  0.0091
Si: -0.293 -3.213 -1.912  -0.0021
C: -0.723 -4.655 -0.771  -0.0005
C: -1.107 -5.895 -1.285  0.0002
C: -1.460 -6.943 -0.449  -0.0002
C: -1.443 -6.767 0.928  0.0005
C: -1.058 -5.547 1.461  -0.0008
C: -0.694 -4.506 0.615  0.0004
C: 1.270 -3.760 -2.841  0.0000
C: 1.517 -3.505 -4.190  -0.0009
C: 2.693 -3.916 -4.807  0.0003
C: 3.663 -4.581 -4.072  0.0004
C: 3.452 -4.823 -2.722  0.0005
C: 2.268 -4.422 -2.121  -0.0010
C: -1.794 -3.156 -3.089  0.0047
C: -2.902 -2.477 -2.565  -0.0090
C: -4.080 -2.340 -3.288  -0.0004
C: -4.175 -2.877 -4.569  0.0025
C: -3.096 -3.568 -5.100  -0.0005
C: -1.924 -3.708 -4.363  -0.0009
H: -1.136 -6.044 -2.360  -0.0002
H: -1.760 -7.897 -0.870  0.0000
H: -1.744 -7.575 1.584  0.0000
H: -1.052 -5.397 2.533  0.0002
H: -0.404 -3.556 1.041  0.0009
H: 0.788 -2.952 -4.772  0.0001
H: 2.854 -3.712 -5.859  0.0000
H: 4.580 -4.908 -4.549  -0.0001
H: 4.212 -5.327 -2.137  0.0000
H: 2.114 -4.628 -1.068  0.0000
H: -2.833 -2.056 -1.567  0.0072
H: -4.932 -1.838 -2.841  -0.0001
H: -5.091 -2.772 -5.138  0.0010
H: -3.171 -4.007 -6.088  0.0000
H: -1.097 -4.259 -4.796  -0.0005
F: -0.168 0.446 4.478  0.0003
As: 0.802 0.328 5.915  -0.0006
F: 0.215 -1.276 6.225  0.0003
F: 2.116 -0.332 4.965  0.0001
F: 1.802 0.250 7.350  0.0000
F: 1.421 1.943 5.604  0.0001
F: -0.495 1.007 6.861  0.0002
C: 1.788 -1.113 1.382  -0.0016
H: 1.831 -2.135 1.015  -0.0001
H: 1.623 -1.103 2.458  -0.0006
H: 2.706 -0.590 1.134  0.0004
N: -1.711 -1.169 1.490  0.0002
C: -2.794 -1.608 1.484  0.0001
N: -3.996 -2.001 1.405  0.0001
C: -4.687 -2.922 2.000  -0.0005
N: -5.392 -3.714 2.475  0.0003